# 1
Formula: C3H2O3
Source: the Open Molecules 2025 dataset
Level of theory: ωB97M-V/def2-TZVPD

Results
- orbital gap (alpha / beta) (eV) = 7.34 / 7.71
- DFT total energy (hartree) = -341.0398
- HOMO (alpha / beta) (eV) = -10.40 / -10.16
- largest force on an atom (eV Å⁻¹) = 3.6
- ΔE to the lowest compared entry with this formula, charge and spin (eV) = 5.3603

Structure (ORCA input):
```
! RIJCOSX wB97M-V def2-TZVPD def2/J DEFGRID3
* xyz 0 1
O -0.38 0.35 -0.53
O 0.14 2.29 0.37
O 1.88 -1.48 0.59
C 0.74 -1.46 0.47
C -0.11 1.59 -0.54
C -0.53 -1.50 0.72
H -1.60 -1.55 0.64
H -0.12 1.76 -1.71
*
```


# 2
Formula: C3H2O3
Source: the Open Molecules 2025 dataset
Level of theory: ωB97M-V/def2-TZVPD

Results
- orbital gap (eV) = 10.10
- SMILES string = O=C=O.C#CO
- DFT total energy (hartree) = -341.1702
- HOMO (eV) = -9.79
- largest force on an atom (eV Å⁻¹) = 3.4
- ΔE to the lowest compared entry with this formula, charge and spin (eV) = 1.8118

Structure (ORCA input):
```
! RIJCOSX wB97M-V def2-TZVPD def2/J DEFGRID3
* xyz 0 1
O 0.63 0.08 1.20
O -2.28 -2.00 0.91
O -0.93 -2.95 -0.66
C -1.59 -2.43 0.11
C 0.26 0.95 -1.13
C 0.37 0.60 0.01
H 1.60 0.24 1.47
H 0.28 1.01 -2.19
*
```


# 3
Formula: C3H2O3S
Source: the Open Molecules 2025 dataset
Level of theory: ωB97M-V/def2-TZVPD

Results
- orbital gap (eV) = 10.87
- SMILES string = O=C1CSC(=O)O1
- DFT total energy (hartree) = -739.4444
- HOMO (eV) = -10.56
- largest force on an atom (eV Å⁻¹) = 2.7
- ΔE to the lowest compared entry with this formula, charge and spin (eV) = 0.1868

Structure (ORCA input):
```
! RIJCOSX wB97M-V def2-TZVPD def2/J DEFGRID3
* xyz 0 1
S -0.92 1.18 -0.07
O 2.40 -0.66 -0.08
O -1.95 -1.28 0.02
O 0.24 -1.12 0.02
C 0.84 1.20 0.13
C 1.29 -0.23 0.00
C -1.02 -0.59 0.03
H 1.18 1.54 1.10
H 1.35 1.80 -0.71
*
```


# 4
Formula: C3H2O3S
Source: the Open Molecules 2025 dataset
Level of theory: ωB97M-V/def2-TZVPD

Results
- orbital gap (eV) = 8.93
- SMILES string = Oc1coc(=S)o1
- DFT total energy (hartree) = -739.3825
- HOMO (eV) = -8.72
- largest force on an atom (eV Å⁻¹) = 2.5
- ΔE to the lowest compared entry with this formula, charge and spin (eV) = 1.8723

Structure (ORCA input):
```
! RIJCOSX wB97M-V def2-TZVPD def2/J DEFGRID3
* xyz 0 1
S -3.13 -0.58 0.00
O -0.51 -1.07 0.00
O -1.03 1.06 0.01
O 1.75 -1.11 0.00
C 0.36 0.94 -0.02
C 0.65 -0.35 -0.01
C -1.56 -0.18 -0.01
H 0.98 1.86 0.02
H 2.49 -0.57 -0.01
*
```


# 5
Formula: C3H2O3Sr
Source: the Open Molecules 2025 dataset
Level of theory: ωB97M-V/def2-TZVPD

Results
- orbital gap (eV) = 4.63
- DFT total energy (hartree) = -371.8623
- HOMO (eV) = -5.76
- largest force on an atom (eV Å⁻¹) = 2.1
- ΔE to the lowest compared entry with this formula, charge and spin (eV) = 0.6869

Structure (ORCA input):
```
! RIJCOSX wB97M-V def2-TZVPD def2/J DEFGRID3
* xyz 0 1
Sr 1.43 0.93 0.73
O -1.38 -0.81 3.99
O -0.16 -0.39 -0.33
O 0.27 0.27 2.80
C 0.36 0.36 -1.36
C -0.61 -0.35 3.27
C 0.07 0.09 -2.66
H -0.52 -0.78 -2.96
H 0.54 0.68 -3.46
*
```


# 6
Formula: C3H2O3V
Source: the Open Molecules 2025 dataset
Level of theory: ωB97M-V/def2-TZVPD

Results
- orbital gap (alpha / beta) (eV) = 7.28 / 7.29
- DFT total energy (hartree) = -1284.7332
- HOMO (alpha / beta) (eV) = -13.19 / -13.14
- largest force on an atom (eV Å⁻¹) = 3.2
- ΔE to the lowest compared entry with this formula, charge and spin (eV) = 4.5093

Structure (ORCA input):
```
! RIJCOSX wB97M-V def2-TZVPD def2/J DEFGRID3
* xyz 1 5
V -0.49 -1.83 0.14
O -1.93 -0.81 -0.72
O 1.65 -0.52 -0.58
O 0.16 -0.04 0.85
C -0.76 0.94 0.33
C -1.81 0.38 -0.35
C 1.25 0.49 0.21
H -0.70 1.94 0.76
H 2.61 -0.54 -0.65
*
```


# 7
Formula: C3H2O3Yb
Source: the Open Molecules 2025 dataset
Level of theory: ωB97M-V/def2-TZVPD

Results
- orbital gap (alpha / beta) (eV) = 8.09 / 4.96
- DFT total energy (hartree) = -1498.2378
- HOMO (alpha / beta) (eV) = -23.84 / -23.80
- largest force on an atom (eV Å⁻¹) = 3.8
- ΔE to the lowest compared entry with this formula, charge and spin (eV) = 9.4660

Structure (ORCA input):
```
! RIJCOSX wB97M-V def2-TZVPD def2/J DEFGRID3
* xyz 3 2
Yb -1.44 -0.81 -0.20
O 0.76 -1.05 0.78
O -1.99 1.31 -0.90
O 1.12 -2.22 1.34
C -1.54 2.29 -1.46
C 3.48 -2.68 2.13
C 2.27 -2.36 1.70
H -0.46 2.38 -1.67
H -2.20 3.13 -1.72
*
```


# 8
Formula: C3H2O4
Source: the Open Molecules 2025 dataset
Level of theory: ωB97M-V/def2-TZVPD

Results
- orbital gap (eV) = 8.62
- SMILES string = O=C=CO.O=C=O
- DFT total energy (hartree) = -416.4316
- HOMO (eV) = -8.50
- largest force on an atom (eV Å⁻¹) = 4.0
- ΔE to the lowest compared entry with this formula, charge and spin (eV) = 1.4467

Structure (ORCA input):
```
! RIJCOSX wB97M-V def2-TZVPD def2/J DEFGRID3
* xyz 0 1
O 0.61 1.10 1.66
O 2.00 -0.37 -0.87
O -1.20 -0.49 -0.73
O 0.98 1.68 -1.23
C 1.49 0.66 -1.00
C 0.02 0.36 1.03
C -0.81 -0.58 0.57
H -0.97 -1.51 1.27
H -2.11 -0.85 -0.70
*
```


# 9
Formula: C3H2O4
Source: the Open Molecules 2025 dataset
Level of theory: ωB97M-V/def2-TZVPD

Results
- orbital gap (eV) = 9.41
- DFT total energy (hartree) = -416.3526
- HOMO (eV) = -9.94
- largest force on an atom (eV Å⁻¹) = 3.7
- ΔE to the lowest compared entry with this formula, charge and spin (eV) = 3.5986

Structure (ORCA input):
```
! RIJCOSX wB97M-V def2-TZVPD def2/J DEFGRID3
* xyz 0 1
O -0.83 1.15 -0.57
O -0.35 -0.42 0.94
O 1.81 -0.29 0.20
O -2.39 0.46 0.72
C 0.51 -0.61 -0.15
C -0.07 0.40 -1.26
C -1.25 0.39 0.57
H 0.68 -1.70 -0.31
H 1.89 0.63 -0.15
*
```


# 10
Formula: C3H2O4
Source: the Open Molecules 2025 dataset
Level of theory: ωB97M-V/def2-TZVPD

Results
- orbital gap (eV) = 11.54
- DFT total energy (hartree) = -415.6465
- HOMO (eV) = -22.35
- largest force on an atom (eV Å⁻¹) = 1.6

Structure (ORCA input):
```
! RIJCOSX wB97M-V def2-TZVPD def2/J DEFGRID3
* xyz 2 1
O 2.81 1.32 0.71
O 2.22 -0.18 -1.00
O -0.59 0.21 0.68
O -3.95 0.72 0.49
C 2.56 0.55 -0.07
C -1.44 -0.49 0.29
C -2.98 0.19 0.35
H 2.87 -0.77 -1.44
H -1.50 -1.55 -0.01
*
```


# 11
Formula: C3H2OS2
Source: the Open Molecules 2025 dataset
Level of theory: ωB97M-V/def2-TZVPD

Results
- orbital gap (eV) = 7.27
- SMILES string = O=CC(=S)C=S
- DFT total energy (hartree) = -987.0333
- HOMO (eV) = -9.29
- largest force on an atom (eV Å⁻¹) = 3.0
- ΔE to the lowest compared entry with this formula, charge and spin (eV) = 2.4251

Structure (ORCA input):
```
! RIJCOSX wB97M-V def2-TZVPD def2/J DEFGRID3
* xyz 0 1
S 1.95 -1.00 -0.19
S -2.12 -0.82 -0.38
O -0.33 1.97 0.21
C 0.50 -0.30 0.12
C 0.43 1.24 -0.35
C -0.82 -0.88 0.60
H 1.16 1.43 -1.33
H -0.78 -1.64 1.31
*
```


# 12
Formula: C3H2OS4
Source: the Open Molecules 2025 dataset
Level of theory: ωB97M-V/def2-TZVPD

Results
- orbital gap (eV) = 6.19
- DFT total energy (hartree) = -1783.2743
- HOMO (eV) = -8.63
- largest force on an atom (eV Å⁻¹) = 5.9
- ΔE to the lowest compared entry with this formula, charge and spin (eV) = 5.1068

Structure (ORCA input):
```
! RIJCOSX wB97M-V def2-TZVPD def2/J DEFGRID3
* xyz 0 1
S -1.49 -1.80 -1.00
S 2.95 -0.16 -0.60
S 0.22 1.87 -0.07
S 1.17 -1.99 0.94
O -2.18 0.66 0.74
C 1.27 -0.80 -0.06
C 0.21 0.24 -0.15
C -1.27 -0.28 -0.04
H -3.37 0.73 0.42
H 2.48 1.52 -0.19
*
```